No. 1
Computed, not measured: C16H21AuN3OSeTe as an isolated structure, with ωB97M-V/def2-TZVPD.

Results
HOMO (alpha / beta): -16.93 / -17.11 eV
Energy relative to the best compared isomer or geometry (same formula, charge and spin): 0.203 eV
E: -3665.9693 Ha
Kohn-Sham gap (alpha / beta): 9.402 / 5.687 eV

Geometry as ORCA input:
```
! RIJCOSX wB97M-V def2-TZVPD def2/J DEFGRID3
* xyz 3 3
Au 0.650 -2.000 -0.660
O 1.053 -1.521 1.970
C 2.377 -2.035 2.068
C 3.203 -1.517 0.921
C 4.553 -1.266 1.098
C 5.330 -0.891 0.016
C 4.728 -0.744 -1.225
C 3.378 -0.991 -1.335
N 2.627 -1.376 -0.285
H 0.536 -1.878 2.702
H 2.371 -3.130 2.025
H 2.848 -1.737 3.005
H 4.989 -1.391 2.080
H 6.391 -0.721 0.137
H 5.293 -0.459 -2.101
H 2.868 -0.895 -2.283
C -2.695 -0.677 0.141
N -3.380 -1.664 -0.690
C -2.828 -2.676 -1.402
Se -1.111 -3.260 -1.674
N -3.847 -3.352 -2.004
C -5.043 -2.792 -1.686
C -6.356 -3.117 -2.046
C -7.331 -2.317 -1.517
C -7.031 -1.221 -0.652
C -5.748 -0.895 -0.296
C -4.743 -1.704 -0.833
H -1.623 -0.765 -0.008
H -2.938 -0.854 1.187
H -3.021 0.317 -0.157
H -3.709 -4.156 -2.604
H -6.583 -3.948 -2.700
H -8.367 -2.515 -1.755
H -7.853 -0.632 -0.268
H -5.533 -0.065 0.362
C 2.973 7.548 0.679
Te 3.077 5.527 1.267
C 5.150 5.531 1.647
H 3.438 8.149 1.459
H 1.929 7.816 0.547
H 3.523 7.651 -0.257
H 5.660 5.820 0.730
H 5.452 4.539 1.969
H 5.343 6.264 2.429
*
```

=====

No. 2
Computed, not measured: C16H21ClFLiN2 as an isolated structure at a distorted geometry, with ωB97M-V/def2-TZVPD.

Results
HOMO: -11.62 eV
Energy relative to the best compared isomer or geometry (same formula, charge and spin): 3.433 eV
E: -1298.6649 Ha
Kohn-Sham gap: 4.431 eV

Geometry as ORCA input:
```
! RIJCOSX wB97M-V def2-TZVPD def2/J DEFGRID3
* xyz 2 1
Cl -2.920 4.553 -1.242
C -2.617 3.466 0.138
N -2.112 2.124 -0.276
C -3.117 1.375 -1.135
C -2.583 0.021 -1.469
N -1.258 -0.120 -0.781
F -0.723 -1.463 -1.071
C -1.405 -0.035 0.697
C -1.912 1.339 0.999
C -0.268 0.860 -1.319
C -0.772 2.225 -0.986
H -1.858 3.929 0.780
H -3.562 3.325 0.677
H -4.031 1.313 -0.534
H -3.301 1.998 -2.014
H -3.223 -0.779 -1.087
H -2.403 -0.099 -2.541
H -2.119 -0.815 0.984
H -0.422 -0.227 1.138
H -1.202 1.914 1.602
H -2.887 1.314 1.497
H 0.697 0.634 -0.849
H -0.224 0.686 -2.399
H -0.935 2.847 -1.870
H -0.104 2.742 -0.288
C 1.420 -2.568 2.160
Li 4.088 -2.853 0.935
C 1.038 -3.685 1.376
C 1.414 -3.417 0.033
C 2.164 -2.190 -0.011
C 2.181 -1.678 1.344
C 3.125 -0.716 1.706
C 4.065 -0.299 0.763
C 4.049 -0.794 -0.549
C 3.096 -1.718 -0.954
H 1.243 -2.350 3.210
H 0.556 -4.601 1.745
H 1.252 -3.995 -0.878
H 3.055 -0.301 2.713
H 4.778 0.474 1.041
H 4.753 -0.383 -1.284
H 2.986 -2.053 -2.000
*
```

=====

No. 3
Computed, not measured: a 2-piece molecular cluster, C16H21F3NO3 overall at a distorted geometry, with ωB97M-V/def2-TZVPD.

Results
HOMO: -1.97 eV
Energy relative to the best compared isomer or geometry (same formula, charge and spin): 0.170 eV
E: -1202.2750 Ha
Kohn-Sham gap: 2.988 eV

Geometry as ORCA input:
```
! RIJCOSX wB97M-V def2-TZVPD def2/J DEFGRID3
* xyz -1 1
N 0.971 -1.377 -0.189
O 1.696 -1.086 -1.125
O 0.424 -2.423 0.111
C 9.421 0.886 2.145
C 8.380 0.748 1.028
C 8.133 2.131 0.411
C 8.933 -0.185 -0.054
C 7.064 0.157 1.585
C 5.878 0.806 1.463
C 4.643 0.238 1.924
C 3.473 0.951 1.711
C 2.216 0.567 2.296
F 1.214 1.460 2.040
F 1.798 -0.682 1.814
F 2.227 0.395 3.676
C 4.667 -1.038 2.588
C 5.822 -1.738 2.763
C 5.848 -3.108 3.467
C 6.330 -4.173 2.471
C 4.455 -3.492 3.970
C 6.814 -3.079 4.662
C 7.082 -1.168 2.249
O 8.151 -1.812 2.358
H 9.635 -0.088 2.594
H 10.346 1.300 1.730
H 9.061 1.560 2.931
H 7.406 2.071 -0.409
H 7.762 2.839 1.164
H 9.066 2.537 0.000
H 8.211 -0.300 -0.871
H 9.856 0.236 -0.463
H 9.143 -1.174 0.362
H 5.822 1.802 1.006
H 3.488 1.863 1.125
H 3.722 -1.424 2.956
H 7.345 -3.942 2.135
H 6.332 -5.152 2.961
H 5.671 -4.210 1.594
H 4.079 -2.763 4.698
H 3.741 -3.572 3.141
H 4.488 -4.467 4.469
H 6.508 -2.320 5.393
H 6.814 -4.061 5.147
H 7.829 -2.854 4.324
*
```

=====

No. 4
Computed, not measured: C16H21FN2O3 as an isolated structure at a distorted geometry, with ωB97M-V/def2-TZVPD.

Results
HOMO: -7.90 eV
Energy relative to the best compared isomer or geometry (same formula, charge and spin): 14.217 eV
E: -1056.9005 Ha
Kohn-Sham gap: 7.824 eV

Geometry as ORCA input:
```
! RIJCOSX wB97M-V def2-TZVPD def2/J DEFGRID3
* xyz 0 1
C -2.477 -3.611 -1.000
C -1.385 -2.493 -1.344
H -0.478 -2.534 -0.761
H -1.215 -2.457 -2.424
O -2.076 -1.385 -1.191
C -2.152 -0.947 0.316
O -1.697 -1.651 1.313
N -2.773 0.337 0.356
C -3.138 1.238 -0.699
H -3.378 0.590 -1.474
H -3.968 2.042 -0.241
C -1.948 2.166 -1.067
N -0.906 1.917 0.048
C 0.305 1.536 0.136
C 0.813 0.712 1.040
C 1.991 0.077 1.256
C 2.885 0.037 0.018
C 2.298 0.879 -1.027
C 1.213 1.646 -1.099
F 0.690 2.327 -1.993
H 2.850 1.067 -2.108
C 4.060 -0.341 0.025
O 4.734 -0.836 0.871
C 4.782 -0.375 -1.318
H 5.100 0.764 -2.017
H 5.843 -0.989 -1.442
H 4.202 -1.035 -2.250
C 2.545 -0.493 2.301
H 1.636 -0.734 3.188
H 3.424 -0.228 2.841
H 2.806 -1.557 2.007
H 0.209 0.586 1.940
C -1.593 2.293 1.437
H -2.279 3.013 1.294
C -2.535 0.948 1.727
H -1.965 0.514 2.431
H -3.429 1.322 1.995
H -0.908 2.460 2.481
H -2.167 3.136 -1.200
H -1.467 1.762 -1.735
H -2.006 -4.634 -1.225
H -2.908 -3.582 0.214
H -3.539 -3.490 -1.621
*
```

=====

No. 5
Computed, not measured: C16H21N3O2S3V as an isolated structure, with ωB97M-V/def2-TZVPD.

Results
HOMO (alpha / beta): -14.55 / -14.39 eV
Energy relative to the best compared isomer or geometry (same formula, charge and spin): 0.000 eV
E: -3075.0548 Ha
Kohn-Sham gap (alpha / beta): 6.783 / 6.166 eV

Geometry as ORCA input:
```
! RIJCOSX wB97M-V def2-TZVPD def2/J DEFGRID3
* xyz 2 2
V -0.186 -0.049 0.301
C -0.431 -3.285 -0.071
C -0.194 -3.028 -1.554
S -0.108 -1.255 -1.963
C 1.332 -1.118 -3.089
C 2.671 -1.709 -2.674
S 3.693 -0.826 -1.472
C 2.782 -0.982 0.075
C 2.259 -2.377 0.432
S 0.558 -2.279 1.079
H -0.247 -4.334 0.161
H -1.458 -3.058 0.220
H -1.010 -3.467 -2.128
H 0.729 -3.489 -1.896
H 1.422 -0.050 -3.283
H 0.998 -1.594 -4.012
H 3.301 -1.689 -3.567
H 2.595 -2.766 -2.420
H 1.956 -0.258 0.050
H 3.458 -0.613 0.845
H 2.870 -2.843 1.202
H 2.251 -3.049 -0.421
N 1.263 2.473 1.662
C 0.044 2.060 2.241
C -0.842 2.860 2.872
C -2.206 2.407 3.069
C -2.611 1.201 2.661
C -1.593 0.205 2.227
N -0.307 0.793 1.876
C 1.320 2.569 0.287
C 2.187 3.494 -0.308
C 2.151 3.671 -1.667
C 1.242 2.936 -2.437
C 0.470 2.006 -1.806
N 0.529 1.769 -0.465
H 1.783 3.179 2.162
H -0.586 3.884 3.105
H -2.913 3.112 3.484
H -3.638 0.866 2.732
H -2.153 -0.912 3.716
H 2.839 4.086 0.320
H 2.798 4.401 -2.135
H 1.144 3.096 -3.500
H -0.257 1.417 -2.352
O -1.830 -0.387 0.918
O -1.382 -0.794 3.146
*
```

=====

No. 6
Computed, not measured: C16H21N3O3S as an isolated structure at a distorted geometry, with ωB97M-V/def2-TZVPD.

Results
HOMO: -8.17 eV
Energy relative to the best compared isomer or geometry (same formula, charge and spin): 11.020 eV
E: -1410.1466 Ha
Kohn-Sham gap: 8.349 eV

Geometry as ORCA input:
```
! RIJCOSX wB97M-V def2-TZVPD def2/J DEFGRID3
* xyz 0 1
C 2.472 -0.249 0.580
C 1.278 -0.459 1.684
C 3.602 -1.248 0.652
C 4.486 -1.279 -0.681
C 6.863 -0.029 -1.781
C -0.162 0.844 0.021
C -1.105 2.013 0.479
C -0.903 0.342 -1.254
C -2.061 -0.667 -1.022
C -1.793 -1.978 -0.660
C -3.367 -0.366 -0.721
C -4.096 -1.364 0.029
C -3.959 0.806 -1.071
C -5.473 -1.266 0.142
C -5.241 0.928 -0.910
C -6.104 -0.206 -0.353
H 3.108 1.094 1.869
H 3.228 1.481 0.041
H 2.140 -0.413 -0.490
H 3.170 -2.322 0.991
H 4.302 -1.072 1.500
H 3.800 -1.170 -1.603
H 4.981 -2.102 -0.539
H 7.937 0.588 -1.062
H 6.702 0.730 -3.062
H 6.942 -1.377 -1.947
H -0.468 0.050 2.073
H 0.997 1.152 -0.080
H -0.123 -0.297 -1.602
H -1.113 1.247 -1.977
H -0.846 -2.478 -0.633
H -3.233 -3.266 0.312
H -3.343 1.440 -1.801
H -5.918 -2.128 0.675
H -5.806 1.842 -1.102
H -7.175 -0.191 -0.156
H -0.615 3.418 -0.778
N 2.609 1.207 0.936
N 0.103 -0.107 1.238
N -3.068 -2.364 -0.173
O 1.545 -0.876 2.887
O -1.714 1.958 1.568
O -1.275 3.127 -0.146
S 5.548 0.251 -0.620
*
```